Here is 3 unconnected molecules or ions with the total composition C6H18N2O2 in a non-equilibrium geometry from the Open Molecules 2025 dataset. Energies are from ωB97M-V/def2-TZVPD.

Properties
Kohn-Sham gap (alpha / beta) (eV): 5.352 / 9.134
Energy relative to the best compared isomer or geometry (same formula, charge and spin) (kJ/mol): 144.4
Net charge: +1
HOMO energy (alpha / beta) (eV): -8.3780 / -12.1815
Spin multiplicity: 2
<S²>: 0.77
Electronic energy (Eh): -499.0357

CARTESIAN COORDINATES (ANGSTROEM)
O (0.25, 1.82, -2.26)
O (0.03, -1.38, -2.95)
N (0.88, -1.61, -0.31)
N (0.33, 0.42, 2.76)
C (-0.68, 0.98, 1.79)
C (-0.20, 0.48, 0.36)
C (1.61, -1.01, -1.22)
C (-0.66, 2.46, 1.79)
C (-0.30, -1.07, 0.30)
C (-1.34, -1.82, 0.73)
H (0.67, 2.64, -2.54)
H (0.87, 0.66, 0.30)
H (2.36, -1.55, -1.82)
H (-0.77, 1.00, -0.37)
H (-0.49, -2.12, -3.28)
H (0.16, 0.48, 3.76)
H (-1.47, 2.78, 1.09)
H (-1.08, 2.95, 2.68)
H (1.20, 0.96, 2.60)
H (0.18, 2.91, 1.25)
H (-2.35, -1.45, 0.92)
H (-0.63, 1.96, -2.63)
H (0.26, -0.73, -3.61)
H (-1.48, -2.88, 0.74)
H (1.08, -2.51, 0.11)
H (0.63, -0.53, 2.48)
H (-1.58, 0.42, 1.95)
H (1.42, -0.01, -1.59)



Here is 2 unconnected molecules or ions with the total composition CH5N3O2S in a non-equilibrium geometry from the Open Molecules 2025 dataset. Energies are from ωB97M-V/def2-TZVPD.

Properties
Kohn-Sham gap (alpha / beta) (eV): 9.096 / 8.272
Energy relative to the best compared isomer or geometry (same formula, charge and spin) (kJ/mol): 440.0
Net charge: 0
HOMO energy (alpha / beta) (eV): -9.4437 / -8.4437
Spin multiplicity: 1
Electronic energy (Eh): -753.8699

CARTESIAN COORDINATES (ANGSTROEM)
S (-2.63, 0.64, -0.12)
O (-0.13, 0.93, -0.25)
O (1.31, 0.35, 1.36)
N (-1.14, 0.36, 0.50)
N (1.98, 1.32, -0.68)
N (-0.96, -2.06, 0.09)
C (1.19, 0.79, 0.28)
H (-0.07, -1.82, -0.30)
H (2.86, 0.79, -0.66)
H (-0.86, -2.01, 1.11)
H (-3.07, -0.61, 0.25)
H (1.52, 1.32, -1.58)



Here is a gas-phase ion, C8H22N2O2PSi (charge +1) in a non-equilibrium geometry from the Open Molecules 2025 dataset. Energies are from ωB97M-V/def2-TZVPD.

Properties
SMILES: C=C[N@@+](CN)(CCO[Si](C)(C)C)[PH2]=O
Kohn-Sham gap (eV): 9.512
Net charge: +1
HOMO energy (eV): -13.3147
Spin multiplicity: 1
Electronic energy (Eh): -1208.5473

CARTESIAN COORDINATES (ANGSTROEM)
P (-2.08, -0.37, 0.60)
Si (1.26, 1.22, -1.80)
O (2.04, 0.79, -0.31)
O (-3.14, 0.33, 1.47)
N (-0.74, -1.08, 1.57)
N (-0.78, 0.74, 3.33)
C (0.33, -0.25, -2.64)
C (0.63, -0.93, 0.90)
C (1.12, 0.59, 0.77)
C (-0.99, -2.58, 1.57)
C (-1.10, -3.36, 0.43)
C (2.68, 1.69, -3.03)
C (0.14, 2.77, -1.69)
C (-0.74, -0.69, 3.03)
H (-1.45, 0.98, 4.06)
H (1.35, -1.54, 1.53)
H (-0.73, 2.59, -2.40)
H (-1.16, -3.10, 2.56)
H (3.67, 1.21, -2.72)
H (-2.77, -1.31, -0.21)
H (-1.67, -1.17, 3.49)
H (1.69, 0.83, 1.72)
H (0.63, 3.73, -2.02)
H (-0.76, -0.30, -2.38)
H (2.42, 1.43, -4.10)
H (0.41, -0.06, -3.76)
H (0.28, 1.35, 0.69)
H (0.14, -1.19, 3.54)
H (-0.86, 1.35, 2.52)
H (2.76, 2.82, -2.95)
H (-1.52, -4.41, 0.47)
H (-0.72, -3.04, -0.59)
H (0.63, -1.35, -0.16)
H (0.88, -1.24, -2.48)
H (-1.51, 0.61, -0.30)
H (-0.32, 2.96, -0.67)



Here is 2 unconnected molecules or ions with the total composition C6H13N3O3 in a non-equilibrium geometry from the Open Molecules 2025 dataset. Energies are from ωB97M-V/def2-TZVPD.

Properties
SMILES: C=C1COCO1.CN/N=C/NO
Kohn-Sham gap (eV): 8.806
Energy relative to the best compared isomer or geometry (same formula, charge and spin) (kJ/mol): 496.4
Net charge: 0
HOMO energy (eV): -7.9842
Spin multiplicity: 1
Electronic energy (Eh): -626.2366

CARTESIAN COORDINATES (ANGSTROEM)
O (2.32, -1.45, -0.50)
O (-0.39, 3.48, -0.15)
O (0.15, -1.43, 0.23)
N (-0.82, 1.08, -1.02)
N (-0.96, -0.18, -1.58)
N (-1.00, 2.57, 0.72)
C (0.99, -1.67, -0.89)
C (-1.29, 1.34, 0.12)
C (-2.13, -0.96, -1.19)
C (0.40, -0.78, 2.49)
C (0.90, -1.07, 1.30)
C (2.36, -1.07, 0.86)
H (-0.38, 2.99, -1.02)
H (0.73, -1.00, -1.68)
H (-1.85, 3.02, 1.09)
H (-0.91, -0.06, -2.58)
H (-0.68, -0.83, 2.65)
H (2.95, -1.77, 1.44)
H (-1.98, -1.38, -0.18)
H (1.03, -0.52, 3.31)
H (-2.23, -1.79, -1.89)
H (2.82, -0.10, 0.93)
H (0.85, -2.72, -1.20)
H (-3.05, -0.36, -1.19)
H (-1.88, 0.67, 0.75)



Here is 2 unconnected molecules or ions with the total composition C4H9Br2ClSi in a non-equilibrium geometry from the Open Molecules 2025 dataset. Energies are from ωB97M-V/def2-TZVPD.

Properties
Kohn-Sham gap (alpha / beta) (eV): 8.860 / 3.625
Energy relative to the best compared isomer or geometry (same formula, charge and spin) (kJ/mol): 261.5
Net charge: 0
HOMO energy (alpha / beta) (eV): -10.2595 / -7.3339
Spin multiplicity: 1
Electronic energy (Eh): -6055.4931

CARTESIAN COORDINATES (ANGSTROEM)
Br (-1.53, -4.03, -2.06)
Br (-2.92, 1.65, -0.87)
Cl (-3.76, -1.75, -0.39)
Si (-2.27, -0.43, -0.35)
C (1.60, 1.16, 1.66)
C (-0.48, -0.70, -1.07)
C (0.77, -0.36, -0.14)
C (0.63, 1.07, 0.47)
H (1.02, 1.17, 2.53)
H (0.96, -1.23, 0.55)
H (-0.26, -0.02, -1.89)
H (1.59, -0.24, -0.75)
H (2.30, 2.06, 1.70)
H (-0.38, 1.29, 0.81)
H (-0.43, -1.76, -1.47)
H (2.26, 0.37, 1.61)
H (0.92, 1.75, -0.32)



Here is 2 unconnected molecules or ions with the total composition C4H8NO3 in a non-equilibrium geometry from the Open Molecules 2025 dataset. Energies are from ωB97M-V/def2-TZVPD.

Properties
Kohn-Sham gap (eV): 8.633
Energy relative to the best compared isomer or geometry (same formula, charge and spin) (kJ/mol): 12.6
Net charge: -1
HOMO energy (eV): -4.6974
Spin multiplicity: 1
Electronic energy (Eh): -437.8007

CARTESIAN COORDINATES (ANGSTROEM)
O (0.04, 0.66, 0.84)
O (-2.25, -2.63, -1.50)
O (-0.05, 2.65, 1.87)
N (-1.98, -0.91, -0.04)
C (0.50, 1.79, 1.17)
C (1.92, 2.13, 0.67)
C (-1.52, -1.87, -0.85)
C (-0.03, -1.94, -1.00)
H (0.20, -1.48, -1.96)
H (0.34, -2.96, -1.02)
H (2.59, 2.01, 1.52)
H (-1.42, -0.15, 0.37)
H (1.92, 3.20, 0.44)
H (0.51, -1.34, -0.28)
H (2.21, 1.55, -0.20)
H (-2.97, -0.71, -0.03)



Here is 2 unconnected molecules or ions with the total composition C5H14 in a non-equilibrium geometry from the Open Molecules 2025 dataset. Energies are from ωB97M-V/def2-TZVPD.

Properties
SMILES: CCC.CC
Kohn-Sham gap (eV): 12.651
Energy relative to the best compared isomer or geometry (same formula, charge and spin) (kJ/mol): 15.1
Net charge: 0
HOMO energy (eV): -11.4936
Spin multiplicity: 1
Electronic energy (Eh): -198.8834

CARTESIAN COORDINATES (ANGSTROEM)
C (-0.33, 0.70, -2.82)
C (0.16, 0.71, 1.13)
C (1.23, -0.27, 1.60)
C (-1.50, -0.04, -2.22)
C (0.72, -1.20, 2.69)
H (-1.23, -0.74, -1.43)
H (0.64, -0.73, 3.67)
H (-0.60, 1.66, -3.27)
H (2.11, 0.29, 1.93)
H (1.37, -2.08, 2.82)
H (0.43, 0.96, -2.07)
H (-2.13, 0.68, -1.68)
H (0.47, 1.28, 0.26)
H (-0.25, -1.62, 2.40)
H (0.24, 0.11, -3.54)
H (-2.16, -0.44, -2.97)
H (1.60, -0.86, 0.76)
H (-0.05, 1.41, 1.93)
H (-0.74, 0.17, 0.82)



Here is C6H11NS in the gas phase in a non-equilibrium geometry from the Open Molecules 2025 dataset. Energies are from ωB97M-V/def2-TZVPD.

Properties
SMILES: CC[C@@]1(C=S)N[C@@H]1C
Kohn-Sham gap (eV): 8.522
Energy relative to the best compared isomer or geometry (same formula, charge and spin) (kJ/mol): 241.0
Net charge: 0
HOMO energy (eV): -8.8365
Spin multiplicity: 1
Electronic energy (Eh): -688.0574

CARTESIAN COORDINATES (ANGSTROEM)
S (1.81, -2.11, -0.07)
N (-0.83, 0.58, 1.09)
C (-0.03, -0.11, -0.01)
C (-1.42, 0.13, -0.22)
C (-2.32, -1.16, -0.36)
C (0.99, 0.97, -0.68)
C (0.52, -1.38, 0.53)
C (2.20, 1.38, 0.20)
H (-0.99, -0.14, 1.77)
H (-2.13, -1.54, -1.41)
H (-1.66, 0.90, -0.93)
H (0.08, -1.83, 1.54)
H (2.80, 0.58, 0.63)
H (1.36, 0.49, -1.56)
H (-3.33, -0.74, -0.28)
H (1.73, 2.11, 0.79)
H (-2.18, -1.85, 0.43)
H (0.40, 1.77, -1.07)
H (3.03, 1.94, -0.39)



What is the spin multiplicity in the first record?
2